C52H130O26 | wB97M-V/def2-TZVPD

The geometry in XYZ format:
```
208
Properties=species:S:1:pos:R:3:forces:R:3
C -7.48298 3.38485 0.04634 0.15 -0.14 1.42
H -7.35835 -2.98918 -0.27384 -0.31 -0.36 -0.15
H 1.59701 1.05107 2.81026 -0.83 -0.80 0.78
O -3.89999 -0.72664 1.19698 0.46 0.12 1.07
H -1.85498 2.04557 3.12241 -0.28 0.19 -0.23
H 3.11242 2.37137 -1.13409 -0.32 -0.20 1.57
C 2.87547 -4.65429 -0.46533 -0.59 2.03 -0.60
H 0.61904 3.83072 -4.94141 -0.93 1.11 -0.69
O 0.63535 2.97010 -3.08121 0.29 -1.69 1.20
C -1.57696 -4.33245 -1.23567 0.51 1.20 0.21
H 5.97770 2.99436 4.39879 0.09 -0.03 1.05
C 5.69901 -0.45644 -1.48039 0.87 -0.61 -0.63
C -2.98656 -4.22606 2.70755 0.35 -0.31 -1.00
C -3.57981 -3.24159 -1.50184 -1.46 -0.12 0.87
H 2.93044 2.97027 -5.45460 0.06 -0.12 0.14
C 1.43924 5.75539 0.74183 -0.19 0.26 -0.57
H 1.04658 5.01475 0.00400 0.60 0.15 0.56
C 0.60120 0.32685 4.71380 0.86 1.02 0.20
H -0.44766 6.38404 -0.57543 -0.24 -0.20 0.83
H -5.80853 3.76024 4.86142 -0.23 0.28 -0.09
H 0.31536 1.09629 -1.47713 -0.04 -0.19 -0.34
O -5.90759 -2.40719 -1.62122 1.72 -0.24 0.42
C -0.12851 -1.04931 6.51316 -1.08 2.04 0.46
H 7.60349 3.17153 -2.04692 0.25 1.95 0.11
H -3.15976 0.49337 -3.54715 0.37 0.02 0.64
O -4.24048 2.49675 -2.03992 -0.77 1.35 1.90
C 6.21070 0.67783 -0.65579 -0.53 -0.77 1.38
C 3.68528 5.03983 -3.27309 -0.69 0.93 0.03
H -0.18468 -8.73071 -2.11509 0.66 -1.28 -0.29
H -5.39013 4.50349 0.48286 0.20 -0.01 -0.06
C 2.26804 8.27170 -1.97285 1.60 -0.11 0.82
H -5.46408 -4.39496 -1.79819 0.63 0.45 0.69
O 1.57122 7.36156 -1.16100 -0.60 -0.47 1.32
C -5.38634 4.19196 -0.57262 -0.26 1.12 -0.60
H 3.07633 -4.79798 -1.51823 0.18 -0.34 -0.48
H -7.35598 3.87107 1.01464 0.12 0.64 0.12
H -0.52690 -0.13610 7.07953 0.81 -0.78 -0.64
H -7.60576 -1.50950 -1.25885 -0.12 -0.43 0.50
C -4.96872 3.19134 5.24778 0.04 -0.36 1.03
C 7.41613 2.15152 -1.96873 0.91 -2.19 -0.12
H 4.35283 4.27718 -2.99316 1.38 -1.02 0.22
H 0.89214 1.29501 5.20101 -0.35 -0.66 -0.12
H -6.29433 1.89515 -2.34486 0.94 0.19 0.64
H 7.13108 0.33524 -0.19830 1.07 0.32 -0.37
H -1.66119 6.36093 0.77345 -0.60 -1.38 0.58
H 0.83405 -5.44444 6.72436 1.09 0.26 0.08
O 4.06543 2.41928 0.79719 -0.70 0.67 -0.10
H 2.35299 7.57823 0.86794 0.16 0.77 -0.52
C -0.35229 -7.72472 -1.85000 -1.02 2.26 1.10
H -3.09912 -0.37097 3.10624 -0.59 0.56 1.50
C -0.80443 4.22362 3.34655 0.04 1.82 -0.42
H 1.98951 2.47872 0.38483 0.33 0.32 -0.36
H -1.92102 -2.15945 -5.58961 0.13 -0.09 -0.73
H -2.15751 -4.06508 -6.97161 0.06 0.41 -0.53
H -1.33276 -2.03722 2.93291 0.63 0.25 0.82
H 2.88870 1.01809 0.06704 -0.13 -0.17 -0.37
H 6.73910 2.05488 3.08958 -0.02 0.26 0.10
H -2.28139 -0.79027 -4.21619 0.57 0.10 -0.02
H -0.48558 -4.89753 5.57761 0.91 0.11 -0.22
H -3.01099 -4.36747 1.62463 -0.16 -0.44 -0.09
H -1.13244 -7.66578 -1.06193 0.12 -0.32 -0.40
C 1.09685 -3.91139 -3.90032 -1.12 0.91 -0.40
H -4.80421 2.19807 -0.04761 -0.07 -0.34 0.04
H -5.20771 -3.72016 -0.14043 -0.08 0.11 0.14
H -1.00470 -4.94905 -0.53957 -0.02 -0.15 -0.33
H -4.73265 3.51568 6.28722 -0.43 -0.31 -0.69
H -0.70450 -7.14755 -2.70287 -0.25 -0.30 -0.15
H -1.28679 4.65790 4.23284 0.12 -0.56 0.08
O -0.06340 0.08474 0.32103 -0.28 0.47 0.22
C 0.70387 -1.05171 -0.04306 0.65 0.66 -0.14
C 5.91840 2.73471 3.37276 -0.19 0.16 -1.04
H 6.19932 -0.44500 -2.48206 -0.71 0.32 0.32
H 1.72982 -0.73426 -0.29032 0.08 -0.10 0.29
H 0.75310 -1.74401 0.83602 -0.29 0.46 -0.95
H 0.11655 -5.91015 2.86495 0.75 0.42 0.48
C 5.94235 3.78156 1.23716 0.49 0.17 1.07
H -2.03838 -0.09385 1.72532 0.17 0.59 0.05
C -5.22239 1.56908 -2.33026 -1.11 -2.16 -1.91
H -2.14007 1.58357 -1.79635 -0.27 -0.48 0.27
H -1.51616 0.87430 -4.05145 0.00 -0.42 -0.04
H 3.96489 4.45767 1.37099 -0.45 0.08 -0.31
H -5.76739 0.05779 1.35086 -0.23 0.10 0.21
H 6.58879 4.53147 0.78427 -0.32 0.42 -0.01
H 1.96474 5.29214 1.59716 0.38 0.02 -0.90
H 2.40993 -3.98722 2.19140 0.10 -0.22 -0.52
H 1.16903 -7.49840 0.52725 -0.44 0.35 0.96
C 2.24915 6.87266 0.04147 -0.30 -0.40 -0.81
C 0.12700 -2.06355 -5.14107 0.09 -1.07 -1.13
C -5.22118 -0.78400 1.78041 1.87 1.67 -0.74
H -1.22387 -3.28871 -1.16746 0.71 -0.26 -0.17
C -2.48161 2.77492 2.57161 0.29 0.19 -1.17
H 2.71002 -1.09237 -2.74355 1.40 0.46 0.15
H 3.66638 -7.64717 -0.00523 0.86 -1.21 0.91
H -1.77378 -2.59370 1.40219 -0.80 0.69 -0.29
O 0.85760 -0.76147 5.56925 0.03 0.01 -0.18
O 4.27612 -0.40738 -1.55884 1.09 -0.52 0.08
H 1.70730 -8.65747 -0.56626 0.01 -0.31 -0.66
C -1.79221 0.64576 -1.32256 -0.04 0.18 -1.05
H -1.46365 -4.62480 -2.30325 -0.27 -0.22 0.61
H 1.85473 -6.13224 2.54780 -0.13 -0.16 0.42
H 4.50001 4.01359 -0.34034 -0.09 0.71 -0.28
H 6.12260 -1.41401 -1.06554 -0.96 0.52 0.05
O 3.11447 -5.79759 0.27522 0.15 0.74 0.57
H -0.94261 4.20898 -3.22961 0.13 0.45 0.50
H -0.52936 2.01391 -0.28322 -0.06 -0.28 0.45
H -2.57602 0.20659 -0.66804 0.64 0.71 0.19
C 3.83073 -0.88100 -2.77534 -1.15 -1.74 -2.74
H 7.30835 1.78956 -3.01066 0.44 -0.26 0.42
C 1.14103 -5.88449 3.36161 -1.02 -1.00 -0.96
H -2.66240 2.43620 1.52979 -0.09 -0.58 0.70
H -8.52374 3.41381 -0.15449 -0.93 0.13 -0.65
H 3.03733 5.17827 -2.41380 -0.17 0.53 0.43
H 3.44333 -0.92447 2.29137 0.29 -0.08 -0.60
C -0.99963 -1.86000 -6.12515 0.25 -0.44 0.37
H -5.11016 0.58996 -1.78241 -0.14 0.95 0.02
O 0.75828 -6.97550 -1.40710 1.08 -0.24 -0.29
H -7.23632 2.36749 0.30326 0.37 -0.87 -0.46
H 1.98933 -3.77322 -4.47019 1.07 0.28 -0.12
C 1.14496 -6.95286 4.45147 -1.14 -1.14 -0.26
H 1.72875 8.40181 -2.90654 -0.22 0.20 0.19
H -0.57134 3.77797 -1.53974 -0.05 -1.07 -0.02
H 3.26265 7.85394 -2.22372 -0.21 0.02 -0.10
C 1.46708 0.14278 3.48978 0.36 1.09 -0.20
O 6.25371 1.92588 -1.25128 -0.71 0.48 0.14
H 5.61803 0.78658 0.24265 -0.78 0.03 0.04
O 6.01246 3.99072 2.68195 -0.16 -1.04 -1.25
H -1.50332 -3.80567 -8.65678 -0.50 -0.15 0.19
H 6.41439 2.83553 0.97716 -0.09 -0.16 0.10
O 0.35371 6.35961 1.39454 -1.31 0.28 -0.70
O -0.73818 -2.59187 -7.32275 0.23 0.59 1.26
H 3.58289 -3.85141 -0.16315 -0.62 -0.37 0.20
C -0.13422 3.97675 -2.51218 0.10 1.88 -0.88
H -5.09863 -0.67849 2.84182 -0.52 -0.14 0.59
H 3.31639 -6.90201 -1.50285 -0.17 0.41 0.67
H -0.89735 7.74415 0.39633 0.80 0.27 0.12
H 3.20975 6.55459 -0.34016 0.62 -0.35 0.40
H 0.27885 -1.71475 7.23486 0.35 -0.66 0.48
C -7.24088 -2.55786 -1.26699 -0.21 2.42 -0.05
H -7.79763 -2.95447 -2.08797 -0.57 -1.29 -0.22
C -1.84663 -3.31616 -7.73712 -0.72 -0.05 -0.64
C -0.03290 -5.70119 6.17031 -1.13 -1.18 -2.27
O 2.94091 4.69572 -4.37996 -0.91 -1.04 -1.15
O -1.73858 3.95418 2.32562 -0.34 -0.25 0.43
O -3.23228 -2.83614 2.90047 0.46 -1.00 0.37
O 0.05188 -6.95014 5.39158 0.63 1.65 -0.17
C -2.13446 0.08541 -3.58378 -0.62 0.11 -0.44
H 2.02532 -6.80445 5.02828 1.19 -0.12 0.38
H 4.18533 5.94036 -3.60369 0.39 0.33 0.68
C 1.60300 -7.58085 -0.44742 -0.03 -0.14 0.03
H -4.57231 3.50161 2.46671 1.37 -0.91 1.73
H 3.03728 2.74357 -3.65789 0.22 -0.03 -0.28
H 3.82935 0.81502 2.56313 -0.08 -0.09 -0.24
C -0.46534 1.01233 -0.72339 0.35 -0.95 1.30
H 1.80978 -4.26738 -0.45977 0.94 -0.47 0.48
O -3.79759 3.43811 4.51543 0.09 -0.59 -0.81
H 4.30714 -1.87969 -3.19659 -0.61 1.57 1.36
H -3.68834 -4.93690 3.16856 -0.14 0.89 0.15
H -0.17589 3.37688 3.52875 0.22 -0.80 0.53
H -5.06310 1.28842 -3.38446 0.01 0.03 0.20
C -2.18946 -2.06374 2.28397 -0.84 -1.54 0.71
H -0.41638 0.38449 4.38572 -1.02 -0.01 0.02
C 1.10769 3.07999 -4.38798 0.70 0.20 0.35
H 0.84274 -3.22196 2.66283 0.12 0.28 -0.43
H 0.90747 -4.96565 -3.87463 0.00 -0.60 0.66
O -2.89565 -4.24078 -0.76600 -0.51 -0.70 -0.77
H 4.02840 -0.16698 -3.62421 -0.23 -0.26 0.79
C -0.69076 6.66948 0.47028 0.13 1.40 -0.94
H 0.50339 4.85421 -2.27004 -0.39 0.04 -0.62
H 0.99880 2.16049 -4.91086 -0.74 -1.18 -0.23
C -2.79734 -0.72241 2.16866 0.08 -0.20 -3.65
H -0.16278 5.00539 2.93110 -0.09 -0.09 0.20
H 2.36527 -2.81292 3.46576 0.39 0.65 0.99
H -3.37106 -3.28638 -2.56466 0.01 -0.34 -0.41
C 2.93926 2.09693 -0.03090 0.56 0.06 -0.22
H -5.28153 2.11462 5.24500 0.46 0.64 0.02
H 1.10809 -7.99694 4.01026 0.22 1.25 0.35
O 1.48577 -4.68155 3.94973 0.94 2.28 -0.48
H -4.96643 5.05890 -1.15884 -0.65 -0.90 0.32
C 3.70969 -0.16612 3.02615 0.48 -0.50 0.27
H 0.35753 -1.48844 -0.97893 -0.49 -0.52 0.21
H -4.19405 1.87384 3.17410 -0.57 -0.48 0.42
H -3.49623 3.37148 -0.31867 -0.61 -0.41 -0.29
H -3.20545 -2.26557 -1.17331 -0.47 0.18 0.15
C 2.57985 3.31782 -4.47633 0.58 0.67 0.30
H 8.24720 1.65370 -1.38097 -0.38 0.55 -1.17
C -4.48631 3.00688 -0.70120 2.00 0.11 -0.23
H -1.01674 -1.46148 6.06060 -0.39 -0.51 -0.35
O 0.01257 -3.40121 -4.66137 -0.21 0.42 -0.20
C 4.51617 3.78376 0.71687 0.77 -1.38 0.23
C -5.10150 -3.50514 -1.20502 0.53 -0.09 -1.50
H 0.02998 -1.34820 -4.34832 0.24 0.50 0.65
H 4.98070 2.19132 3.17052 0.27 0.51 0.08
H -2.68925 -2.60851 -7.98125 0.44 -0.82 0.19
H 1.09748 -0.68944 2.91760 -0.37 -0.46 -0.68
C 2.99183 -6.96682 -0.42905 -0.93 -0.70 -2.11
O 2.71271 -0.16743 3.99464 1.07 0.06 0.88
C 1.81637 -3.58197 2.99264 -1.61 -2.43 0.82
H -5.69487 -1.66687 1.48321 -0.73 -1.56 -0.13
H 4.64568 -0.45997 3.53085 -0.30 0.14 -0.30
H -0.81267 -5.91276 6.81637 -1.37 -0.63 1.82
H -1.03785 -0.80814 -6.36465 -0.27 0.53 -0.12
C -3.84780 2.89824 3.21259 -0.64 1.54 -1.62
O -1.58946 -0.33419 -2.35275 -0.35 0.09 -0.28
H 1.12372 -3.41538 -2.91427 0.26 -0.41 -0.17
H 1.03057 -1.90603 -5.76266 0.16 -0.16 0.69
H 2.51304 9.22232 -1.44461 -0.60 -0.31 -0.40
H -1.97992 -4.55009 3.00005 0.06 0.32 0.41
O -6.73771 3.96621 -0.96251 0.54 0.41 -0.46
```
Forces are in eV/Å.

Computed properties:
ΔE to the lowest compared entry with this formula, charge and spin	3.234	eV
gap between HOMO and LUMO	9.86	eV
multiplicity	1
total charge	0
HOMO energy	-9.3	eV